(1)
ORCA calculation (ωB97M-V/def2-TZVPD) on one molecule with the formula C5H7FN2 at a distorted geometry.

The HOMO energy is -8.11 eV. The calculation puts the electronic energy at -10994.2736 eV. The calculation puts the HOMO-LUMO gap at 0.32714 Eh. Its SMILES is CN1C/C(=C/F)C=N1. The net charge is 0.

```
15
C5H7FN2 | the Open Molecules 2025 dataset | ωB97M-V/def2-TZVPD
C 0.88379 0.63024 2.09557
N 0.60698 -0.17851 0.92138
C 0.52797 0.52161 -0.35160
C -0.46164 -0.32760 -1.11095
C -0.72254 -0.34674 -2.40531
F -1.64378 -1.18307 -2.92612
C -1.06510 -1.15326 -0.06365
N -0.47994 -1.01461 1.06952
H 0.89189 -0.04269 2.96468
H 0.13045 1.41868 2.25349
H 1.86898 1.09955 1.99568
H 1.51732 0.58740 -0.83011
H 0.11512 1.57580 -0.26187
H -0.26484 0.26861 -3.16939
H -1.90464 -1.85539 -0.18132
```

=====

(2)
ORCA calculation (ωB97M-V/def2-TZVPD) on a 26-piece molecular cluster, C61H187N31O26 overall at a distorted geometry.

The HOMO energy is -8.06 eV. The calculation puts the electronic energy at -165710.7080 eV. The calculation puts the HOMO-LUMO gap at 0.28781 Eh. The net charge is 0.

```
305
C61H187N31O26 | the Open Molecules 2025 dataset | ωB97M-V/def2-TZVPD
C -3.85013 0.00520 4.27788
O -4.81534 0.00098 3.52934
N -3.04238 -1.01697 4.26615
N -3.59532 0.90440 5.11959
H -2.11190 -0.91033 4.64424
H -3.22447 -1.71533 3.55959
H -2.84877 1.04626 5.78491
H -4.25352 1.66452 5.02430
C -7.50965 -1.34316 -4.10566
O -8.41037 -1.00932 -4.89240
N -6.59041 -0.47111 -3.86070
N -7.44791 -2.34109 -3.28790
H -6.77739 0.49406 -4.09221
H -5.83411 -0.69253 -3.22897
H -8.17666 -3.01538 -3.47324
H -6.65832 -2.62225 -2.72435
C 0.60794 1.87552 4.72735
O -0.53517 1.89792 5.21233
N 1.11758 2.97258 4.22912
N 1.41609 0.82845 4.69724
H 0.48208 3.75678 4.26454
H 2.08214 3.09520 3.95583
H 1.11710 -0.03208 5.13337
H 2.38619 0.90034 4.42551
C -4.38288 -1.97609 -1.43433
O -4.10532 -0.96186 -2.04946
N -3.94612 -3.14537 -1.73341
N -5.04744 -2.04636 -0.36410
H -4.15238 -3.76895 -0.96614
H -3.42197 -3.43895 -2.54531
H -5.37147 -1.21453 0.10830
H -5.33015 -3.01282 -0.28581
C -1.51744 4.18477 1.41868
O -1.18661 5.37101 1.58551
N -2.62101 3.65876 1.90300
N -0.63151 3.27536 1.10512
H -3.14198 4.27933 2.50598
H -2.60072 2.65631 2.02465
H 0.32053 3.59298 0.99178
H -0.87870 2.32146 0.88357
C 2.14372 5.06927 -2.76878
O 2.95127 5.95911 -2.52411
N 1.69441 4.14792 -1.92376
N 1.62462 4.75524 -3.89684
H 1.12679 3.34571 -2.15690
H 2.01963 4.23227 -0.97128
H 1.85120 5.53637 -4.49569
H 0.71664 4.31312 -3.88288
C 7.98340 0.07473 -3.75414
O 8.94308 -0.55812 -3.92426
N 7.66781 0.99136 -4.66841
N 7.26804 0.05083 -2.72339
H 6.98191 1.68194 -4.39873
H 8.08261 1.08533 -5.58450
H 6.46580 0.65591 -2.62141
H 7.68944 -0.45368 -1.95657
C 0.96875 -2.15851 5.66987
O 0.03578 -1.42478 5.94185
N 2.14790 -2.02257 6.14315
N 0.96322 -2.99168 4.66441
H 2.33400 -1.25277 6.76995
H 2.86039 -2.73076 6.03863
H 1.76372 -3.56319 4.43490
H 0.03434 -3.15137 4.30140
C -1.68728 2.64483 8.17186
O -1.76106 3.08438 9.33850
N -0.89581 1.61007 7.93420
N -2.15007 3.17309 7.06734
H -0.75748 1.17426 7.03363
H -0.57863 1.08193 8.73456
H -2.50393 4.11703 7.12942
H -1.62248 2.83994 6.27313
C -10.47556 5.29361 1.28739
C -9.13468 5.81127 1.89531
C -7.96878 5.31121 1.10980
O -6.77180 5.61745 1.79551
C -5.56746 5.03797 1.30010
N -9.16595 7.25558 1.65865
H -11.35284 5.68834 1.79991
H -10.73690 4.23573 1.26072
H -10.63975 5.65330 0.27165
H -9.09929 5.58181 2.96029
H -7.98618 5.68864 0.08738
H -8.13926 4.23469 1.09778
H -5.47968 3.97211 1.51065
H -4.69457 5.58390 1.65804
H -5.44101 5.00741 0.21790
H -9.24121 7.46306 0.67306
H -8.45227 7.86875 2.02580
C 2.35612 6.18147 0.71261
C 3.34677 5.08051 0.87127
C 4.36967 5.13537 2.07598
O 3.69895 4.59782 3.19569
C 4.10345 5.06942 4.50301
N 2.54108 3.87122 0.80112
H 1.60131 6.18551 1.49897
H 1.81138 6.18049 -0.23151
H 2.68582 7.22034 0.72414
H 3.99815 5.16515 0.00141
H 4.62762 6.14964 2.38064
H 5.28388 4.55972 1.93118
H 3.71565 6.07444 4.66923
H 5.18727 4.99480 4.59183
H 3.60391 4.33880 5.13921
H 2.17255 3.73304 1.73128
H 3.15518 3.10790 0.55548
C -2.25336 3.77642 -2.20833
C -1.92780 2.34562 -2.82526
C -2.53872 2.24259 -4.23052
O -1.83495 1.41408 -5.12632
C -2.61912 1.22331 -6.33790
N -0.40554 2.19222 -2.92686
H -3.32211 3.76725 -1.99439
H -2.25795 4.65710 -2.85059
H -1.64069 3.98017 -1.33014
H -2.32830 1.62096 -2.11633
H -2.57260 3.21506 -4.72167
H -3.56302 1.87670 -4.15953
H -2.20290 0.38653 -6.89884
H -2.82698 2.09832 -6.95373
H -3.50073 0.69104 -5.98076
H -0.21451 1.32111 -2.45277
H -0.26733 2.14022 -3.92600
C -1.35469 -1.56631 0.63469
C -0.51813 -0.44520 1.26459
C 0.45958 0.23026 0.22179
O 1.03740 -0.72230 -0.72340
C 1.99637 -0.09895 -1.63278
N -1.50690 0.58426 1.77430
H -1.85902 -2.41110 1.10383
H -0.81266 -2.10997 -0.13908
H -2.00310 -1.09434 -0.10350
H -0.03318 -0.93318 2.11005
H 1.21556 0.54578 0.94085
H 0.02850 1.10822 -0.25929
H 1.37678 0.44765 -2.34372
H 2.54394 -0.88548 -2.15204
H 2.73530 0.54922 -1.16165
H -1.28530 0.81854 2.73143
H -2.39383 0.13015 1.93933
C -2.51505 -6.16684 4.74388
C -3.64764 -5.07544 4.94252
C -4.88067 -5.57713 5.83644
O -5.40104 -6.69405 5.08130
C -6.29877 -7.40690 5.84693
N -2.91314 -3.95431 5.49846
H -1.67505 -5.80330 4.15198
H -2.89079 -6.96608 4.10501
H -2.13989 -6.75137 5.58393
H -4.07734 -4.62956 4.04550
H -5.63039 -4.78983 5.91517
H -4.69525 -5.89615 6.86208
H -7.27457 -6.96151 6.04072
H -5.87563 -7.76673 6.78479
H -6.73702 -8.21108 5.25588
H -3.53267 -3.17423 5.66508
H -2.46329 -4.21628 6.36398
C 7.74906 -3.93760 -4.40231
C 6.97655 -4.93528 -3.55816
C 5.49793 -4.47210 -3.38576
O 5.45158 -3.31610 -2.46905
C 5.47717 -3.69413 -1.10320
N 6.99693 -6.22747 -4.25924
H 7.10844 -3.64567 -5.23447
H 8.60490 -4.34436 -4.94099
H 8.00503 -3.00542 -3.89869
H 7.53990 -4.99191 -2.62674
H 4.77270 -5.15647 -2.94555
H 5.05728 -4.16758 -4.33507
H 4.66015 -4.40161 -0.96157
H 5.40125 -2.82373 -0.45147
H 6.37481 -4.18932 -0.73288
H 7.96895 -6.50180 -4.25499
H 6.80952 -6.07727 -5.24027
C 6.47781 2.40123 5.58712
C 5.19582 1.73390 6.21070
C 4.82551 0.46948 5.33335
O 4.34338 0.95134 4.03549
C 4.05173 -0.00897 3.07198
N 5.53486 1.26817 7.49807
H 7.14716 1.70255 5.08521
H 6.98633 3.02587 6.32152
H 6.09556 3.07481 4.82014
H 4.32546 2.38559 6.28714
H 4.10220 -0.01723 5.98759
H 5.70916 -0.16408 5.25692
H 3.13779 -0.52251 3.37046
H 4.86601 -0.64984 2.73389
H 3.65162 0.33786 2.11923
H 5.71844 1.96501 8.20576
H 6.34657 0.66906 7.45021
C 0.16662 -2.42395 -7.49141
C 0.05378 -2.40299 -5.98362
C -1.43797 -2.56015 -5.46262
O -1.48819 -2.56292 -4.09291
C -1.15403 -1.24302 -3.64397
N 0.80159 -3.60117 -5.51654
H -0.33270 -3.28325 -7.93906
H 1.17432 -2.43574 -7.90675
H -0.27731 -1.51357 -7.89419
H 0.47869 -1.45693 -5.64818
H -1.81591 -3.54946 -5.72057
H -2.11815 -1.93531 -6.04143
H -2.06048 -0.66306 -3.81743
H -0.65335 -0.61857 -4.38388
H -0.86825 -1.04722 -2.61048
H 0.62990 -3.75857 -4.53376
H 1.77939 -3.36066 -5.59496
C 4.36862 -1.14670 -7.84629
C 4.85026 0.38441 -7.57431
C 3.95730 0.95899 -6.50152
O 2.77534 1.39660 -7.04762
C 1.87444 1.85624 -6.01821
N 6.23990 0.49100 -7.31898
H 3.34187 -1.12060 -8.21127
H 4.39020 -1.64800 -6.87864
H 4.97288 -1.53566 -8.66585
H 4.64384 0.85456 -8.53580
H 4.55115 1.70528 -5.97379
H 3.65271 0.20850 -5.77206
H 2.30651 2.83586 -5.81385
H 1.87212 1.21000 -5.14045
H 0.86043 1.97918 -6.39872
H 6.48114 0.00695 -6.46599
H 6.68660 -0.10569 -8.00053
C -9.08249 0.94877 -1.76235
C -8.11883 1.74519 -0.82265
C -6.66155 1.35678 -1.04029
O -5.87198 1.85868 -0.01749
C -4.47560 1.60647 0.02462
N -8.17382 3.11537 -1.26142
H -10.10797 1.30769 -1.67474
H -9.10428 -0.11330 -1.51816
H -8.95302 0.99798 -2.84351
H -8.52396 1.87647 0.18072
H -6.27218 1.51133 -2.04657
H -6.49603 0.28934 -0.89444
H -4.12262 0.68568 -0.43977
H -4.11298 1.42853 1.03702
H -3.85262 2.39438 -0.39867
H -7.96042 3.12682 -2.24855
H -7.30326 3.42468 -0.85332
C 2.40207 -3.10314 1.35534
C 1.56825 -4.32567 0.93486
C 1.58764 -4.37927 -0.62627
O 0.88318 -5.49619 -1.12760
C 0.90508 -5.59356 -2.54505
N 2.18854 -5.53731 1.64790
H 3.30258 -2.97393 0.75493
H 2.66645 -2.91832 2.39652
H 1.86674 -2.15903 1.25448
H 0.61496 -4.03650 1.37728
H 2.62043 -4.39442 -0.97441
H 1.14002 -3.46188 -1.00855
H 0.49419 -4.78216 -3.14578
H 0.45487 -6.51316 -2.91888
H 1.93863 -5.71762 -2.86828
H 3.16326 -5.64428 1.40588
H 1.69987 -6.30839 1.21578
C -2.48641 -5.08619 0.23116
C -3.86481 -5.68344 -0.02538
C -3.90854 -7.02849 0.69676
O -3.47243 -8.12610 -0.11273
C -2.56305 -9.06517 0.44201
N -4.78345 -4.70435 0.46867
H -1.74988 -5.88919 0.26015
H -2.38061 -4.45703 1.11493
H -2.17628 -4.43554 -0.58650
H -3.83325 -5.69862 -1.11482
H -4.96855 -7.15366 0.91770
H -3.39632 -7.00701 1.65867
H -1.56763 -8.71965 0.72107
H -2.35696 -9.76236 -0.37012
H -2.74818 -9.60879 1.36845
H -5.72538 -5.06552 0.41939
H -4.64611 -4.45466 1.43764
C 6.52055 4.77897 -1.05300
C 7.60608 3.75817 -1.44224
C 7.60994 2.50695 -0.54023
O 7.95644 2.79832 0.80275
C 8.24262 1.71481 1.68501
N 7.30053 3.28192 -2.83964
H 5.49410 4.41955 -1.12582
H 6.59392 5.62423 -1.73729
H 6.57163 5.30172 -0.09790
H 8.55228 4.29113 -1.53593
H 8.33052 1.82963 -0.99859
H 6.64649 2.00058 -0.59897
H 7.42948 1.03490 1.93926
H 8.53598 2.13754 2.64592
H 9.06804 1.11938 1.29482
H 7.34321 3.90159 -3.63606
H 8.07410 2.65675 -3.01528
O 4.73471 2.29288 -3.33351
H 5.59886 2.69987 -3.27152
H 4.13007 2.96407 -3.01707
O 5.36705 -0.49408 0.53050
H 6.27122 -0.18056 0.55152
H 5.32914 -1.06607 -0.23606
O -6.93897 1.40311 2.52709
H -6.14239 0.94821 2.80050
H -6.72616 1.76327 1.66614
O -3.59364 4.65433 4.48374
H -4.26871 4.14360 4.93058
H -3.47049 5.42554 5.03719
```

=====

(3)
ORCA calculation (ωB97M-V/def2-TZVPD) on one molecule with the formula C21H29N5O2.

The HOMO energy is -8.31 eV. The calculation puts the electronic energy at -33793.8657 eV. The calculation puts the HOMO-LUMO gap at 0.33114 Eh. Its SMILES is Cc1ccc(CN2CCNC(=O)[C@H]2CC(=O)N(C)CCc2cnn(C)c2)cc1. The net charge is 0.

```
57
C21H29N5O2 | the Open Molecules 2025 dataset | ωB97M-V/def2-TZVPD
C 4.19873 3.02052 -1.84115
C 3.29799 2.14957 -1.01891
C 3.64326 1.77237 0.27142
C 2.80555 0.96488 1.01978
C 1.60181 0.50709 0.49724
C 0.69981 -0.38989 1.30950
N 0.88766 -1.82560 1.12094
C 2.22365 -2.31093 1.38636
C 2.99870 -2.58411 0.09067
N 2.27562 -3.61228 -0.61632
C 0.92584 -3.63865 -0.59242
O 0.28346 -4.58831 -0.99328
C 0.30285 -2.33130 -0.11866
C -1.21363 -2.47823 0.04550
C -1.97054 -1.41106 -0.72191
O -1.44022 -0.72746 -1.58082
N -3.28240 -1.27602 -0.41671
C -3.94599 -2.05724 0.59874
C -4.05790 -0.25867 -1.09591
C -4.26004 0.99881 -0.23568
C -2.99034 1.76328 -0.06376
C -2.30785 2.51031 -1.03982
N -1.22307 3.06726 -0.54135
N -1.16912 2.69974 0.73248
C -0.12835 3.18913 1.58747
C -2.21361 1.91217 1.06613
C 1.24836 0.89459 -0.79170
C 2.08805 1.70138 -1.53592
H 4.99002 3.45085 -1.23182
H 3.63148 3.82635 -2.30322
H 4.65855 2.43768 -2.63960
H 4.57261 2.11994 0.70129
H 3.08832 0.70580 2.03187
H 0.85253 -0.19711 2.37789
H -0.34159 -0.17143 1.06411
H 2.13934 -3.25963 1.93457
H 2.75802 -1.59754 2.01214
H 3.05095 -1.66667 -0.50874
H 4.01298 -2.92529 0.30084
H 2.74926 -4.44984 -0.91780
H 0.48607 -1.63478 -0.95657
H -1.50151 -3.45478 -0.35795
H -1.45880 -2.45341 1.10625
H -3.63259 -1.76618 1.60607
H -5.01972 -1.89892 0.51635
H -3.74425 -3.12075 0.46448
H -5.02835 -0.68164 -1.37364
H -3.51080 0.00895 -2.00224
H -4.65763 0.71715 0.74207
H -4.99675 1.63308 -0.73499
H -2.56807 2.65511 -2.06896
H 0.16975 2.41850 2.29684
H -0.46183 4.07408 2.13710
H 0.72285 3.45758 0.96482
H -2.33450 1.52788 2.06003
H 0.30389 0.58517 -1.21235
H 1.79150 1.99844 -2.53079
```

=====

Repeat the first record exactly.
ORCA calculation (ωB97M-V/def2-TZVPD) on one molecule with the formula C5H7FN2 at a distorted geometry.

The HOMO energy is -8.11 eV. The calculation puts the electronic energy at -10994.2736 eV. The calculation puts the HOMO-LUMO gap at 0.32714 Eh. Its SMILES is CN1C/C(=C/F)C=N1. The net charge is 0.

```
15
C5H7FN2 | the Open Molecules 2025 dataset | ωB97M-V/def2-TZVPD
C 0.88379 0.63024 2.09557
N 0.60698 -0.17851 0.92138
C 0.52797 0.52161 -0.35160
C -0.46164 -0.32760 -1.11095
C -0.72254 -0.34674 -2.40531
F -1.64378 -1.18307 -2.92612
C -1.06510 -1.15326 -0.06365
N -0.47994 -1.01461 1.06952
H 0.89189 -0.04269 2.96468
H 0.13045 1.41868 2.25349
H 1.86898 1.09955 1.99568
H 1.51732 0.58740 -0.83011
H 0.11512 1.57580 -0.26187
H -0.26484 0.26861 -3.16939
H -1.90464 -1.85539 -0.18132
```